1.
28
Properties=species:S:1:pos:R:3 method="wB97M-V/def2-TZVPD" max_force_ev_per_a=1.0 spin_multiplicity=1 gap_ev=8.9 smiles=Clc1ccc(SCNc2ccccc2Cl)cc1
Cl 4.83 -1.89 4.09
C 3.52 -1.76 2.97
C 2.37 -1.09 3.34
C 1.32 -0.98 2.44
C 1.44 -1.54 1.18
C 2.60 -2.20 0.81
C 3.65 -2.32 1.70
H 4.55 -2.83 1.43
H 2.67 -2.64 -0.18
S 0.10 -1.38 0.02
C 0.66 0.26 -0.75
N -0.13 0.66 -1.83
C -1.45 1.07 -1.71
C -2.03 1.42 -0.49
C -3.33 1.88 -0.43
C -4.09 2.01 -1.58
C -3.53 1.67 -2.80
C -2.23 1.21 -2.86
Cl -1.56 0.78 -4.40
H -4.11 1.75 -3.71
H -5.10 2.36 -1.53
H -3.76 2.13 0.53
H -1.46 1.31 0.42
H 0.06 0.21 -2.72
H 0.64 0.99 0.06
H 1.69 0.09 -1.08
H 0.41 -0.48 2.73
H 2.29 -0.67 4.33

***

2.
56
Properties=species:S:1:pos:R:3 method="wB97M-V/def2-TZVPD" charge=+1 max_force_ev_per_a=1.6 de_lowest_kj_mol=0.0 spin_multiplicity=1 gap_ev=6.9
C -0.38 2.96 -1.81
C -0.57 1.48 -2.10
N -0.48 1.10 -3.30
C -0.84 0.50 -0.90
C -0.96 1.31 0.37
C 0.13 1.58 1.19
C 1.50 1.01 0.83
Cl 2.77 2.26 0.75
C 1.85 -0.26 1.72
C 0.68 -0.80 2.55
Cl 3.23 0.06 2.83
C -0.15 2.36 2.36
Br 1.23 2.77 3.60
N -1.31 2.83 2.67
N -2.30 2.53 1.85
P -3.96 3.19 2.30
O -3.78 3.60 3.85
I -4.09 5.31 1.04
C -2.23 1.82 0.74
C -3.44 1.51 -0.08
C -3.92 2.33 -1.08
C -5.07 1.92 -1.73
C -5.71 0.75 -1.42
C -5.20 -0.09 -0.44
C -4.06 0.31 0.22
H -1.28 3.41 -1.35
H 0.45 3.13 -1.12
H -0.20 3.52 -2.73
H -0.64 0.08 -3.36
H -1.79 0.00 -1.12
H 0.00 -0.20 -0.88
H 1.41 0.62 -0.18
H 2.19 -1.07 1.08
H 0.42 -0.17 3.40
H 0.98 -1.77 2.96
H -0.23 -0.99 1.95
H -4.00 4.54 3.99
H -3.42 3.25 -1.35
H -5.53 2.53 -2.51
H -6.63 0.45 -1.92
H -5.65 -1.04 -0.14
H -3.65 -0.33 1.00
C 4.92 -3.02 -0.15
C 5.84 -3.99 -0.28
C 5.60 -5.19 -1.14
O 6.48 -6.03 -1.24
C 4.31 -5.31 -1.81
C 3.39 -4.34 -1.68
C 3.65 -3.13 -0.84
O 2.78 -2.27 -0.76
O 2.20 -4.40 -2.27
O 7.02 -3.93 0.33
H 5.09 -2.15 0.47
H 4.14 -6.19 -2.42
H 1.73 -3.59 -2.02
H 7.49 -4.75 0.07

***

3.
151
Properties=species:S:1:pos:R:3 method="wB97M-V/def2-TZVPD" max_force_ev_per_a=3.8 de_lowest_kj_mol=181.9 spin_multiplicity=1 gap_ev=8.6
C 8.67 20.61 12.63
Cl 10.45 20.43 12.34
Cl 7.73 20.25 11.14
H 8.43 19.94 13.45
H 8.46 21.66 12.87
C 11.09 16.22 15.61
Cl 10.59 17.79 14.91
Cl 9.79 15.60 16.65
H 11.20 15.57 14.74
H 12.06 16.32 16.09
C 7.33 15.93 13.61
Cl 6.83 17.56 14.15
Cl 6.99 14.77 14.88
H 6.84 15.59 12.69
H 8.42 15.95 13.55
C 17.00 19.64 11.37
Cl 15.19 19.56 11.16
Cl 17.49 18.32 12.41
H 17.48 19.51 10.40
H 17.34 20.63 11.68
C 19.61 13.19 14.81
Cl 18.18 14.06 14.25
Cl 20.49 14.03 16.09
H 19.28 12.21 15.18
H 20.20 12.96 13.93
C 15.65 13.05 18.48
C 17.17 12.81 18.75
C 17.47 13.54 20.01
S 16.62 15.21 19.75
O 17.63 16.05 19.16
O 16.00 15.59 21.04
C 15.37 14.53 18.56
H 15.11 12.50 19.25
H 15.36 12.66 17.51
H 17.57 13.31 17.87
H 17.36 11.74 18.82
H 18.47 13.80 20.33
H 16.86 13.25 20.87
H 15.54 14.96 17.57
H 14.33 14.66 18.84
C 8.46 12.40 11.21
C 9.80 11.96 10.45
C 11.06 12.29 11.40
S 10.45 13.05 12.92
O 10.32 14.48 12.76
O 11.15 12.52 14.08
C 8.81 12.37 12.71
H 7.58 11.81 10.94
H 8.35 13.44 10.91
H 9.81 12.47 9.48
H 9.87 10.90 10.20
H 11.91 12.87 11.03
H 11.51 11.33 11.67
H 8.13 12.79 13.45
H 8.90 11.32 12.96
C 8.80 21.56 7.93
C 10.13 21.64 8.62
O 10.67 22.73 8.87
N 10.71 20.46 8.84
C 12.05 20.24 9.37
H 8.71 20.67 7.31
H 8.77 22.40 7.23
H 7.97 21.46 8.63
H 10.20 19.65 8.53
H 11.98 19.80 10.36
H 12.58 21.19 9.35
H 12.60 19.58 8.71
C 15.64 10.92 12.15
C 14.55 10.15 11.47
O 14.25 9.02 11.97
N 13.97 10.69 10.33
C 13.01 9.96 9.53
H 16.08 11.72 11.56
H 16.47 10.25 12.38
H 15.18 11.26 13.09
H 14.07 11.67 10.12
H 12.51 9.24 10.17
H 13.54 9.35 8.80
H 12.28 10.66 9.12
C 9.25 16.90 10.69
C 9.96 16.81 9.36
O 9.82 17.68 8.50
N 10.76 15.73 9.23
C 11.66 15.55 8.09
H 9.07 15.93 11.15
H 8.36 17.52 10.59
H 9.87 17.46 11.40
H 10.91 15.06 9.97
H 11.71 14.47 7.99
H 12.63 15.87 8.45
H 11.27 15.96 7.15
C 14.16 19.25 15.73
C 15.24 18.19 15.90
O 14.91 17.00 15.94
N 16.52 18.63 16.02
C 17.64 17.76 16.13
H 13.93 19.33 14.67
H 14.47 20.21 16.13
H 13.21 18.89 16.12
H 16.68 19.63 15.99
H 18.20 17.75 15.20
H 17.44 16.69 16.26
H 18.27 18.03 16.97
C 15.61 14.19 7.85
C 14.68 14.16 9.07
O 13.85 13.22 9.25
N 14.92 15.00 10.07
C 15.81 16.13 9.98
H 16.50 13.58 8.01
H 15.89 15.16 7.44
H 15.03 13.81 7.01
H 14.38 14.83 10.91
H 15.40 16.96 9.40
H 16.76 15.83 9.52
H 15.96 16.46 11.01
C 14.64 14.28 14.49
C 13.74 14.85 13.33
O 13.37 14.19 12.32
N 13.54 16.13 13.35
C 12.80 16.88 12.31
H 15.37 15.07 14.69
H 15.22 13.37 14.32
H 14.11 14.22 15.44
H 13.98 16.68 14.07
H 12.45 17.85 12.65
H 11.93 16.31 11.98
H 13.48 17.04 11.48
C 13.00 9.92 15.19
C 12.89 10.54 16.53
O 13.58 10.09 17.45
N 12.02 11.53 16.67
C 11.76 12.25 17.90
H 13.29 8.87 15.27
H 13.74 10.51 14.66
H 12.09 9.95 14.59
H 11.50 11.82 15.85
H 11.35 11.55 18.63
H 11.05 13.07 17.74
H 12.66 12.66 18.35
C 11.41 25.88 9.78
C 12.52 25.16 10.61
O 13.20 25.80 11.48
N 12.70 23.85 10.39
C 13.40 22.92 11.23
H 10.83 25.15 9.21
H 11.87 26.60 9.10
H 10.75 26.45 10.43
H 12.19 23.44 9.62
H 13.75 23.38 12.15
H 14.18 22.53 10.58
H 12.73 22.11 11.51

***

4.
107
Properties=species:S:1:pos:R:3 method="wB97M-V/def2-TZVPD" max_force_ev_per_a=6.0 spin_multiplicity=1 gap_ev=7.0
C -4.83 -2.31 3.24
C -3.65 -2.21 2.32
I -2.41 -3.92 2.27
C -3.37 -1.19 1.57
I -4.71 0.49 1.69
C -2.23 -1.02 0.59
O -2.23 -2.07 -0.37
C -0.98 -2.62 -0.49
O -0.75 -3.66 -0.89
C 0.00 -1.49 -0.01
P 1.66 -2.31 0.26
C 1.57 -3.81 1.32
C 2.43 -2.66 -1.39
C -0.77 -0.79 1.11
B -0.41 -1.07 2.65
O -1.33 -0.88 3.66
O 0.84 -1.47 3.06
C -0.40 0.71 0.96
F 0.91 0.82 1.15
F -0.64 1.17 -0.27
C -1.14 1.64 1.97
F -1.51 2.77 1.33
F -0.33 2.05 2.93
H -4.89 -1.40 3.84
H -5.75 -2.49 2.69
H -4.66 -3.13 3.93
H -2.56 -0.18 -0.03
H 0.14 -0.96 -0.95
H 2.07 -4.67 0.87
H 2.05 -3.60 2.27
H 0.54 -4.08 1.55
H 2.66 -1.69 -1.83
H 1.73 -3.22 -2.02
H 3.33 -3.23 -1.22
H -1.19 -0.02 4.08
H 1.49 -0.76 2.96
H -2.06 1.22 2.36
C -3.07 4.09 6.52
C -2.00 3.34 7.28
O -2.56 2.17 7.91
C -2.66 1.08 7.16
O -2.34 1.00 6.01
C -3.22 -0.08 7.98
F -4.25 0.30 8.75
F -2.27 -0.59 8.79
F -3.65 -1.07 7.19
H -3.91 4.34 7.17
H -2.66 5.02 6.11
H -3.46 3.49 5.70
H -1.61 3.95 8.09
H -1.17 3.06 6.64
C 2.60 1.56 -6.79
C 3.75 0.88 -6.08
O 3.30 -0.28 -5.36
C 3.19 -1.40 -6.07
O 3.43 -1.52 -7.23
C 2.74 -2.55 -5.16
F 1.76 -2.17 -4.32
F 3.77 -2.99 -4.40
F 2.30 -3.59 -5.86
H 1.80 1.79 -6.08
H 2.91 2.48 -7.27
H 2.17 0.91 -7.55
H 4.18 1.55 -5.34
H 4.55 0.61 -6.77
C -2.96 -4.82 9.19
C -4.35 -4.92 8.60
O -4.29 -5.30 7.21
C -4.18 -6.60 6.96
O -4.13 -7.47 7.77
C -4.18 -6.82 5.44
F -3.39 -5.93 4.81
F -5.42 -6.70 4.93
F -3.74 -8.04 5.12
H -2.35 -4.13 8.61
H -3.01 -4.46 10.22
H -2.46 -5.79 9.19
H -4.84 -3.95 8.63
H -4.98 -5.62 9.16
C -0.32 4.39 -0.86
C -0.76 5.67 -0.18
O -0.41 6.82 -0.96
C -1.25 7.15 -1.93
O -2.27 6.58 -2.21
C -0.76 8.43 -2.64
F 0.56 8.39 -2.87
F -1.01 9.51 -1.88
F -1.37 8.60 -3.81
H 0.75 4.43 -1.08
H -0.52 3.54 -0.22
H -0.84 4.25 -1.81
H -0.25 5.78 0.78
H -1.83 5.66 0.03
C 7.84 0.35 -12.14
C 6.49 0.10 -11.51
O 6.36 0.82 -10.27
C 5.99 2.09 -10.37
O 5.75 2.68 -11.38
C 5.85 2.69 -8.96
F 6.87 2.34 -8.16
F 4.71 2.26 -8.37
F 5.81 4.02 -8.99
H 8.64 0.11 -11.44
H 7.96 -0.26 -13.04
H 7.96 1.40 -12.42
H 6.38 -0.95 -11.26
H 5.68 0.36 -12.19

***

5.
6
Properties=species:S:1:pos:R:3 method="wB97M-V/def2-TZVPD" max_force_ev_per_a=8.4 de_lowest_kj_mol=473.4 spin_multiplicity=1 gap_ev=8.5
C -0.27 -0.16 -0.07
C -0.44 0.76 -0.89
C 0.40 -0.89 0.73
C -0.71 1.91 -1.41
H 0.33 -1.84 1.22
H 0.70 0.23 0.42

***

6.
79
Properties=species:S:1:pos:R:3 method="wB97M-V/def2-TZVPD" max_force_ev_per_a=7.1 spin_multiplicity=1 gap_ev=8.9 smiles="CC[C@@H](I)[C@](C#N)(CCOC(C)=O)[C@H](Cl)C#N.CNC(C)=O.CNC(C)=O.CNC(C)=O.CNC(C)=O"
C 1.17 -7.95 -3.02
C 0.00 -6.97 -3.60
C 0.52 -5.45 -3.73
I 0.07 -4.64 -5.74
C 0.07 -4.47 -2.53
C 1.07 -3.19 -2.61
N 1.75 -2.21 -2.80
C 0.37 -5.17 -1.10
C 1.97 -5.35 -0.81
O 2.34 -4.24 0.11
C 3.41 -4.70 0.96
C 4.91 -4.15 0.66
O 3.27 -5.48 1.95
C -1.41 -3.86 -2.67
Cl -1.90 -2.78 -1.24
C -2.56 -4.94 -2.92
N -3.25 -5.90 -3.19
H 1.23 -8.94 -3.59
H 2.21 -7.48 -3.03
H 0.88 -8.22 -1.93
H -0.89 -7.10 -2.87
H -0.35 -7.35 -4.64
H 1.68 -5.50 -3.69
H -0.10 -6.20 -0.98
H -0.01 -4.54 -0.20
H 2.60 -5.33 -1.77
H 2.21 -6.31 -0.25
H 5.71 -4.90 1.00
H 4.98 -3.92 -0.47
H 4.99 -3.15 1.25
H -1.44 -3.15 -3.59
C 0.78 0.54 -2.71
C -0.41 1.01 -3.50
O -1.11 0.24 -4.14
N -0.70 2.34 -3.50
C 0.00 3.41 -2.81
H 0.89 -0.54 -2.81
H 1.69 1.02 -3.09
H 0.65 0.78 -1.65
H -1.51 2.58 -4.05
H -0.71 3.90 -2.14
H 0.33 4.13 -3.56
H 0.85 3.05 -2.25
C 2.93 1.13 0.35
C 2.34 2.37 0.97
O 1.97 3.32 0.30
N 2.24 2.42 2.33
C 2.62 1.41 3.29
H 2.94 1.24 -0.74
H 3.95 0.98 0.70
H 2.31 0.26 0.60
H 1.84 3.28 2.67
H 1.74 1.13 3.87
H 3.36 1.84 3.97
H 3.04 0.52 2.82
C -1.55 1.99 0.93
C -2.12 2.38 2.27
O -1.67 1.94 3.32
N -3.16 3.26 2.29
C -3.82 3.89 1.18
H -0.73 1.29 1.07
H -2.32 1.51 0.32
H -1.16 2.88 0.41
H -3.48 3.47 3.23
H -3.73 4.97 1.30
H -4.88 3.61 1.21
H -3.40 3.59 0.22
C -2.24 5.87 4.84
C -3.43 6.34 4.05
O -4.14 5.57 3.41
N -3.72 7.67 4.05
C -3.03 8.74 4.74
H -2.14 4.79 4.74
H -1.33 6.34 4.46
H -2.38 6.11 5.90
H -4.54 7.90 3.50
H -3.73 9.23 5.41
H -2.69 9.46 3.99
H -2.17 8.38 5.30

***

7.
13
Properties=species:S:1:pos:R:3 method="wB97M-V/def2-TZVPD" charge=+2 max_force_ev_per_a=5.2 de_lowest_kj_mol=120.4 spin_multiplicity=1 gap_ev=12.1 smiles="C=[N+](C)C=[NH2+]"
C 0.83 -1.42 0.56
C 0.45 0.39 -0.98
C -1.25 -0.09 0.85
N -0.52 0.91 -1.56
N 0.07 -0.44 0.34
H 0.59 -2.23 1.39
H 1.84 -1.44 0.12
H 1.53 0.48 -1.21
H -1.96 -0.62 0.27
H -1.46 1.04 0.80
H -1.33 -0.40 1.91
H -0.39 1.37 -2.46
H -1.45 0.75 -1.11

***

| no. | LUMO (Ha) |
| --- | --- |
| 1 | 0.026 |
| 2 | -0.173 |
| 3 | -0.004 |
| 4 | -0.009 |
| 5 | -0.039 |
| 6 | 0.002 |
| 7 | -0.407 |